# 1
{
  "formula": "C4H11N4",
  "method": "ωB97M-V/def2-TZVPD",
  "homo_energy_ev": [-7.66, -15.76],
  "homo_lumo_gap_ev": [4.252, 7.299],
  "charge": 1,
  "multiplicity": 3,
  "species": ["C", "C", "C", "C", "N", "N", "N", "N", "H", "H", "H", "H", "H", "H", "H", "H", "H", "H", "H"],
  "positions_angstrom": [[1.80, -0.69, 0.17], [-0.87, -0.01, 1.01], [1.31, 0.51, -0.43], [-0.28, 0.40, -0.37], [2.34, -1.62, 0.60], [1.75, 1.70, 0.21], [-0.72, -0.71, -1.19], [-2.10, -0.74, 0.68], [-0.09, -0.64, 1.59], [-1.16, 0.78, 1.67], [1.68, 0.53, -1.54], [-0.76, 1.24, -0.71], [2.12, 2.27, -0.59], [2.61, 1.63, 0.79], [-0.88, -0.35, -2.10], [-0.07, -1.48, -1.14], [-2.89, -0.16, 0.62], [-2.07, -1.69, 1.21], [-1.72, -0.98, -0.47]],
  "lowdin_charge": [-0.28, -0.13, -0.40, -0.25, 0.20, 0.27, 0.11, 0.08, 0.15, 0.12, 0.12, 0.12, 0.06, 0.15, 0.13, 0.14, 0.13, 0.21, 0.08]
}

# 2
{
  "formula": "C39H37CdF9OP2",
  "method": "ωB97M-V/def2-TZVPD",
  "homo_energy_ev": -6.62,
  "homo_lumo_gap_ev": 6.293,
  "charge": 0,
  "species": ["Cd", "C", "C", "C", "C", "C", "C", "C", "C", "C", "H", "H", "H", "H", "H", "H", "H", "H", "H", "H", "H", "H", "H", "H", "H", "P", "P", "C", "C", "C", "C", "C", "C", "C", "C", "C", "C", "C", "C", "C", "C", "C", "C", "C", "C", "C", "C", "C", "C", "C", "C", "C", "C", "H", "H", "H", "H", "H", "H", "H", "H", "H", "H", "H", "H", "H", "H", "H", "H", "H", "H", "H", "H", "H", "H", "F", "C", "F", "F", "C", "O", "C", "F", "F", "F", "C", "F", "F", "F"],
  "positions_angstrom": [[0.28, 0.15, -0.04], [-1.82, 0.83, -6.89], [-1.83, -0.47, -6.56], [-1.06, -1.54, -7.28], [0.34, -1.15, -7.82], [1.19, -0.30, -6.91], [1.24, 1.03, -6.93], [0.36, 1.95, -7.73], [-1.07, 1.44, -8.04], [2.31, 0.38, 0.86], [-2.45, 1.54, -6.33], [-2.50, -0.82, -5.76], [-1.64, -1.94, -8.14], [-0.95, -2.39, -6.58], [0.88, -2.10, -7.98], [0.22, -0.69, -8.80], [1.85, -0.87, -6.25], [2.04, 1.56, -6.40], [0.84, 2.21, -8.69], [0.28, 2.89, -7.17], [-1.64, 2.32, -8.38], [-1.02, 0.75, -8.90], [2.21, 1.21, 1.56], [3.26, 0.48, 0.30], [2.36, -0.55, 1.45], [-1.48, -0.53, -1.73], [1.81, 0.10, -2.12], [-0.58, -0.75, -3.27], [0.77, -0.59, -3.41], [-2.45, -2.05, -1.49], [-2.83, -2.84, -2.58], [-3.59, -4.00, -2.38], [-3.95, -4.39, -1.09], [-3.56, -3.61, 0.00], [-2.82, -2.45, -0.19], [-2.71, 0.77, -2.14], [-2.27, 2.10, -2.24], [-3.18, 3.12, -2.49], [-4.54, 2.83, -2.66], [-4.98, 1.50, -2.59], [-4.07, 0.48, -2.33], [3.23, -1.00, -1.91], [3.01, -2.27, -1.34], [4.10, -3.03, -0.92], [5.40, -2.57, -1.13], [5.62, -1.34, -1.76], [4.54, -0.55, -2.15], [2.33, 1.79, -2.48], [2.43, 2.76, -1.46], [2.82, 4.06, -1.79], [3.15, 4.39, -3.11], [3.03, 3.43, -4.12], [2.62, 2.13, -3.81], [-1.19, -0.99, -4.15], [1.29, -0.91, -4.32], [-2.54, -2.56, -3.59], [-3.88, -4.60, -3.24], [-4.53, -5.30, -0.94], [-3.84, -3.92, 1.01], [-2.53, -1.83, 0.67], [-1.21, 2.33, -2.12], [-2.84, 4.16, -2.54], [-5.25, 3.64, -2.83], [-6.03, 1.27, -2.74], [-4.42, -0.55, -2.26], [1.99, -2.63, -1.18], [3.92, -3.99, -0.43], [6.25, -3.17, -0.80], [6.64, -1.00, -1.94], [4.71, 0.43, -2.60], [2.22, 2.47, -0.43], [2.87, 4.82, -1.01], [3.50, 5.39, -3.35], [3.24, 3.69, -5.16], [2.52, 1.37, -4.58], [-0.75, -2.51, 3.40], [-0.01, -1.51, 3.95], [-0.12, -1.60, 5.30], [1.29, -1.75, 3.63], [-0.48, -0.10, 3.41], [-0.20, 0.02, 2.12], [-2.04, 0.08, 3.68], [-2.44, -0.31, 4.93], [-2.42, 1.38, 3.52], [-2.76, -0.66, 2.79], [0.22, 0.99, 4.35], [-0.31, 1.02, 5.61], [1.56, 0.76, 4.49], [0.07, 2.21, 3.80]],
  "lowdin_charge": [1.17, -0.10, -0.14, -0.18, -0.19, -0.12, -0.11, -0.18, -0.19, -0.32, 0.11, 0.09, 0.12, 0.10, 0.11, 0.10, 0.09, 0.08, 0.12, 0.11, 0.11, 0.10, -0.05, -0.04, -0.05, 0.94, 0.88, -0.30, -0.30, -0.38, -0.10, -0.08, -0.07, -0.06, -0.08, -0.35, -0.10, -0.08, -0.08, -0.07, -0.08, -0.38, -0.10, -0.08, -0.08, -0.08, -0.08, -0.37, -0.09, -0.07, -0.08, -0.08, -0.10, 0.04, 0.05, 0.09, 0.11, 0.11, 0.11, 0.09, 0.09, 0.11, 0.11, 0.11, 0.10, 0.10, 0.11, 0.10, 0.10, 0.10, 0.06, 0.11, 0.10, 0.10, 0.07, 0.13, -0.49, 0.13, 0.13, -0.36, -0.29, -0.48, 0.12, 0.13, 0.11, -0.48, 0.12, 0.14, 0.13]
}